This record from the OMol25 dataset describes an isolated molecule of C5H11NO. The level of theory is the ωB97M-V functional and the def2-TZVPD basis.

```
18
Properties=species:S:1:pos:R:3:nbo_charge:R:1
O 2.020 0.592 0.854 -0.62
N 0.620 -0.299 2.352 -0.83
C -0.483 -0.203 -1.593 -0.40
C -0.116 1.119 -0.879 -0.40
C -0.303 -1.543 -0.911 -0.63
C 0.896 0.515 1.294 0.68
C -0.317 1.202 0.644 -0.51
H -0.578 1.945 -1.450 0.21
H 0.227 -0.221 -2.445 0.21
H -0.614 -2.381 -1.552 0.21
H 0.934 1.263 -1.049 0.23
H -1.279 0.717 0.817 0.21
H -1.549 -0.093 -1.880 0.19
H -0.328 -0.363 2.682 0.38
H 0.766 -1.665 -0.730 0.21
H -0.857 -1.797 -0.008 0.20
H 1.215 -0.993 2.777 0.40
H -0.255 2.206 1.076 0.24
```

## Properties
**Total energy**: -8901.1431 eV
**Energy above the lowest of the compared OMol25 structures with the same formula, charge and spin**: 12.78 kcal per mole
**HOMO level**: -9.811 eV
**Gap between HOMO and LUMO**: 10.701 eV

This record from the OMol25 dataset describes a structure of composition C43H36BClI2N4O4STeTi. The level of theory is the ωB97M-V functional and the def2-TZVPD basis.

```
94
Properties=species:S:1:pos:R:3:mulliken_charge:R:1
I -2.753 8.290 -0.735 -0.04
I 0.495 4.240 -3.780 -0.10
Te -2.791 -1.595 2.055 -0.27
Ti 0.908 1.253 0.073 -0.31
Cl 5.739 6.143 -2.177 -0.32
S -2.734 -1.451 5.388 -0.14
O 1.604 -1.050 -2.379 -0.07
O 0.061 -1.939 -0.954 0.00
O 2.685 1.305 -0.872 -0.36
O 0.617 3.088 -0.893 1.30
N -1.248 1.173 -0.812 1.06
N 1.020 0.000 2.004 1.28
N 2.189 2.315 1.524 1.37
N -0.740 2.397 1.542 -0.09
C -3.754 0.959 -1.963 -0.44
C -0.045 -6.788 -4.860 -2.20
C -3.475 -3.846 5.779 -0.27
C 1.369 0.752 3.090 0.13
C -2.332 1.515 -0.127 0.46
C -0.355 4.916 -2.000 -0.54
C 4.184 4.627 -0.549 -1.13
C 0.618 -1.245 2.191 -0.73
C -3.612 1.392 -0.663 -0.95
C 0.253 -2.796 -1.986 -0.09
C 1.587 1.113 5.498 -0.98
C -1.384 0.854 -2.107 -0.58
C 2.262 2.848 3.940 -1.44
C -2.139 2.062 1.258 -1.21
C 4.792 3.635 -2.662 -0.72
C -1.470 5.766 0.366 -0.63
C -0.115 4.133 -0.840 -0.79
C 1.570 -2.928 -3.991 -1.93
C 3.444 3.485 -0.186 0.55
C -0.089 -7.059 -2.395 -1.63
C -3.137 -2.723 6.474 -0.65
C 1.190 -2.250 -2.857 1.30
C 2.057 2.379 5.241 -0.93
C -3.407 -3.668 4.370 -0.56
C 0.072 -4.752 -3.340 0.45
C -1.087 6.087 -1.985 -0.16
C -0.731 4.595 0.359 1.17
C 1.956 2.043 2.827 0.55
C 2.909 3.379 1.129 -0.20
C 1.253 0.268 4.407 0.91
C -1.638 6.517 -0.789 -0.56
C -3.023 -2.408 3.981 0.05
C -0.309 -4.032 -2.196 -1.20
C -2.049 -6.066 -3.591 -1.68
C -2.611 0.726 -2.720 -1.29
C 4.060 2.506 -2.329 -0.39
C 0.845 -1.076 4.562 -0.91
C -0.517 -6.148 -3.554 2.35
C 4.828 4.693 -1.763 0.34
C 0.577 -1.839 3.464 -0.84
C -0.539 3.850 1.654 -1.22
C 3.348 2.406 -1.125 0.14
C 0.996 -4.186 -4.216 -0.29
B 0.914 -0.803 -1.148 -0.90
H -1.022 -4.419 -1.479 0.62
H -0.324 -6.184 -5.726 0.43
H 0.999 -7.130 -2.346 0.36
H 1.038 -6.924 -4.872 0.41
H 1.290 -4.721 -5.108 0.40
H -0.497 -8.065 -2.528 0.44
H 0.472 -1.848 1.308 0.53
H 0.764 -1.490 5.561 0.41
H 2.292 -2.508 -4.678 0.48
H 0.466 4.018 2.041 0.35
H -0.461 0.712 -2.658 0.71
H -2.767 2.956 1.339 0.51
H -4.468 1.630 -0.046 0.48
H -1.226 6.651 -2.897 0.38
H -1.247 4.261 2.385 0.40
H -2.378 -5.404 -4.394 0.37
H 5.322 3.703 -3.604 0.38
H -0.508 -7.772 -4.971 0.44
H -2.664 0.447 -3.763 0.49
H -3.107 -2.587 7.544 0.37
H -2.479 -7.058 -3.761 0.45
H -4.738 0.823 -2.393 0.40
H 0.254 -2.868 3.548 0.47
H 3.191 4.151 1.842 0.03
H 2.661 3.843 3.794 0.33
H 1.472 0.743 6.510 0.37
H 2.294 3.037 6.071 0.37
H -0.440 -6.673 -1.438 0.33
H -2.506 1.325 1.978 0.17
H 3.997 1.662 -3.005 0.46
H -2.452 -5.679 -2.655 0.33
H -3.773 -4.772 6.256 0.32
H -3.627 -4.443 3.650 0.37
H -0.482 1.968 2.423 0.19
H 4.255 5.456 0.145 0.37
H -1.916 6.098 1.297 0.40
```

## Properties
**⟨S²⟩**: 2.05
**2S+1**: 3
**Total energy**: -129976.5181 eV
**Energy above the lowest of the compared OMol25 structures with the same formula, charge and spin**: 20.04 kcal per mole
**HOMO level (alpha / beta)**: -0.402 / -1.644 eV
**Gap between HOMO and LUMO (alpha / beta)**: 3.729 / 4.971 eV
**Net charge**: -2

This record from the OMol25 dataset describes the ion C4H9N2OS with charge +1. The level of theory is the ωB97M-V functional and the def2-TZVPD basis.

```
17
Properties=species:S:1:pos:R:3:nbo_charge:R:1
S 2.534 -0.644 0.342 0.58
O 3.050 0.726 1.120 -0.79
N 0.381 1.370 -0.221 -0.58
N -0.356 -0.727 -0.068 -0.36
C 0.654 0.047 -0.051 0.45
C -0.304 -2.118 0.224 -0.41
C -1.546 0.051 -0.380 -0.23
C -1.062 1.523 -0.323 -0.25
H 3.386 1.311 0.431 0.49
H -2.033 -0.284 -1.386 0.23
H -0.652 -2.629 -0.677 0.24
H 0.745 -2.395 0.431 0.23
H -0.857 -2.323 1.148 0.24
H 1.054 1.998 -0.637 0.44
H -1.335 1.899 0.709 0.22
H -2.252 -0.183 0.390 0.23
H -1.408 2.379 -1.052 0.27
```

## Properties
**Total energy**: -20148.6985 eV
**Energy above the lowest of the compared OMol25 structures with the same formula, charge and spin**: 57.70 kcal per mole
**HOMO level**: -13.999 eV
**Gap between HOMO and LUMO**: 10.238 eV
**Net charge**: +1